Entry 1:
{
  "formula": "C44H39Br3CsIN4O2S2Sb",
  "method": "ωB97M-V/def2-TZVPD",
  "species": ["Cs", "C", "C", "N", "C", "C", "S", "C", "C", "S", "C", "N", "C", "H", "H", "H", "H", "H", "H", "H", "H", "C", "C", "C", "C", "C", "C", "Br", "C", "C", "Br", "C", "O", "C", "N", "H", "H", "H", "H", "H", "H", "O", "C", "C", "C", "N", "C", "Br", "C", "H", "H", "H", "H", "I", "C", "C", "C", "C", "C", "C", "C", "Sb", "C", "C", "C", "C", "C", "C", "C", "C", "C", "C", "C", "C", "C", "C", "H", "H", "H", "H", "H", "H", "H", "H", "H", "H", "H", "H", "H", "H", "H", "H", "H", "H", "H", "H", "H"],
  "positions_angstrom": [[2.60402, -0.92221, 1.69831], [-1.11436, -0.03622, 4.36234], [-1.26941, -1.49734, 4.17902], [-0.64623, -2.23629, 3.32295], [-1.00308, -3.55972, 3.40839], [-1.93225, -3.83661, 4.36617], [-2.38050, -2.40568, 5.19052], [-0.40984, -4.53548, 2.49652], [-0.76540, -5.84898, 2.40506], [0.16909, -6.63886, 1.20725], [0.99667, -5.12641, 0.89070], [0.58280, -4.15491, 1.62645], [2.05281, -5.04198, -0.15337], [-1.19607, 0.47091, 3.40370], [-0.12061, 0.20516, 4.74037], [-1.86428, 0.35921, 5.04618], [-2.37019, -4.78650, 4.62617], [-1.50293, -6.39018, 2.97427], [2.46972, -6.02295, -0.37674], [2.84973, -4.37543, 0.17441], [1.63232, -4.62557, -1.07011], [2.54370, 2.15878, -1.11805], [3.94376, 1.89279, -0.64228], [4.94148, 2.88803, -0.70362], [6.17181, 2.63974, -0.16532], [6.44801, 1.38641, 0.42441], [7.66192, 1.02303, 1.03853], [9.10874, 2.27286, 1.14302], [7.84562, -0.22854, 1.56460], [6.83148, -1.17518, 1.46840], [7.13145, -2.92394, 2.16176], [5.57786, -0.93785, 0.87153], [4.65903, -1.79974, 0.76559], [5.40499, 0.42322, 0.37676], [4.19132, 0.71141, -0.13056], [2.54024, 2.68699, -2.07387], [2.01765, 2.77410, -0.38180], [2.00960, 1.21493, -1.21575], [4.71806, 3.83932, -1.16994], [6.94129, 3.40001, -0.18475], [8.77742, -0.48856, 2.04664], [0.43593, -3.66461, -5.68621], [0.32967, -3.33313, -4.37684], [-0.82616, -3.55646, -3.63679], [-0.83514, -3.16756, -2.31000], [0.20065, -2.60513, -1.69833], [1.30229, -2.42623, -2.41020], [2.81229, -1.80781, -1.44361], [1.42746, -2.76075, -3.74926], [-0.39455, -4.03961, -5.99381], [-1.70205, -4.00519, -4.09022], [-1.72473, -3.30716, -1.70503], [2.35302, -2.60336, -4.28419], [1.85141, 1.98860, 3.35390], [-1.77550, 4.00571, -2.53096], [-1.25882, 4.39714, -1.17173], [-1.01282, 5.74800, -0.92992], [-0.51479, 6.19798, 0.28284], [-0.23577, 5.28459, 1.28444], [-0.47245, 3.93772, 1.06079], [-1.00454, 3.47560, -0.14459], [-1.13151, 1.29825, -0.16071], [-2.27354, 0.91318, -2.00068], [-1.43791, 0.53895, -3.05195], [-1.93025, 0.25192, -4.31540], [-3.29683, 0.29781, -4.53507], [-4.14191, 0.65867, -3.49697], [-3.65316, 0.99136, -2.23387], [-4.63776, 1.44874, -1.19007], [-2.74769, 1.12707, 1.27556], [-3.17128, 2.20709, 2.04023], [-4.10194, 2.03874, 3.05673], [-4.62633, 0.78045, 3.30567], [-4.21837, -0.29902, 2.53491], [-3.27298, -0.14611, 1.52623], [-2.81571, -1.33955, 0.72789], [-1.82967, 4.87921, -3.18124], [-2.77118, 3.57005, -2.46137], [-1.12483, 3.26891, -3.00005], [-1.20945, 6.46401, -1.72089], [-0.33323, 7.25471, 0.43663], [0.17718, 5.60628, 2.23210], [-0.21100, 3.22995, 1.84325], [-0.36566, 0.49253, -2.88402], [-1.25130, -0.01059, -5.11748], [-3.70210, 0.06574, -5.51285], [-5.21020, 0.71486, -3.67776], [-5.53513, 1.84541, -1.66718], [-4.21281, 2.22021, -0.55164], [-4.93789, 0.61859, -0.54687], [-2.76560, 3.19261, 1.85495], [-4.40512, 2.88805, 3.65672], [-5.34719, 0.63535, 4.10128], [-4.63103, -1.28237, 2.73222], [-3.34639, -2.24045, 1.03763], [-1.74480, -1.50922, 0.87140], [-2.98827, -1.18154, -0.34147]],
  "atomic_forces_ev_per_a": [[-2.628, 0.112, 1.606], [0.084, 0.120, 0.037], [-0.433, -0.436, 0.378], [0.205, 0.201, -0.185], [-0.257, 0.182, 0.283], [-0.067, -0.015, 0.066], [0.300, 0.124, -0.309], [-0.012, -0.408, -0.246], [0.030, -0.073, -0.030], [0.129, 0.405, 0.025], [-0.261, -0.579, 0.063], [0.211, 0.372, 0.055], [0.075, 0.067, -0.068], [-0.033, 0.044, -0.019], [0.012, -0.013, 0.011], [-0.021, 0.007, -0.031], [0.053, -0.016, -0.036], [-0.026, 0.064, 0.011], [0.014, -0.008, 0.025], [0.010, -0.017, 0.012], [0.021, -0.070, 0.045], [0.096, 0.061, 0.058], [-0.047, -0.119, 0.065], [0.137, -0.007, 0.037], [-0.121, 0.112, -0.080], [-0.228, -0.172, -0.010], [0.354, 0.032, 0.081], [-0.110, -0.069, 0.000], [-0.009, 0.195, -0.098], [-0.262, -0.253, 0.048], [0.047, 0.108, -0.005], [0.753, -0.039, -0.046], [1.700, -0.770, -0.862], [0.424, 0.177, 0.080], [-0.109, 0.242, -0.413], [-0.031, 0.012, 0.003], [-0.011, 0.008, -0.021], [-0.006, 0.003, -0.044], [0.006, 0.030, 0.052], [0.020, -0.016, 0.016], [0.014, -0.006, -0.022], [0.124, 0.032, -0.083], [-0.016, 0.068, 0.244], [-0.079, 0.001, -0.083], [-0.093, 0.106, -0.107], [0.102, 0.104, 0.160], [-0.046, -0.218, 0.105], [-0.172, -0.053, -0.841], [0.097, 0.033, -0.146], [-0.058, -0.021, 0.016], [-0.007, -0.004, 0.022], [-0.002, -0.009, -0.003], [-0.020, 0.009, -0.010], [-0.029, 0.543, 0.214], [0.028, 0.039, 0.092], [-0.026, 0.051, 0.014], [0.003, 0.014, -0.021], [0.005, -0.029, 0.037], [0.022, 0.100, 0.060], [-0.077, -0.161, -0.021], [0.023, -0.196, -0.051], [-0.378, 0.299, -0.221], [0.221, 0.058, 0.266], [0.056, -0.047, 0.040], [0.038, -0.078, -0.072], [0.015, -0.014, -0.004], [0.017, 0.042, -0.048], [-0.036, 0.013, 0.023], [-0.005, -0.027, -0.103], [0.286, 0.018, -0.047], [0.013, -0.031, 0.042], [-0.031, 0.009, 0.019], [-0.011, 0.022, -0.018], [-0.040, -0.016, 0.026], [0.053, -0.085, -0.008], [-0.034, 0.069, 0.038], [0.006, -0.006, 0.003], [-0.030, -0.059, -0.067], [-0.044, -0.027, -0.064], [-0.011, -0.020, -0.011], [0.003, 0.003, -0.010], [0.027, -0.041, 0.001], [0.024, 0.072, 0.018], [0.023, -0.073, -0.017], [0.014, -0.014, 0.002], [-0.014, 0.007, 0.016], [-0.002, 0.008, 0.024], [-0.004, -0.014, -0.001], [-0.031, 0.005, 0.008], [-0.002, 0.058, 0.075], [0.012, 0.034, 0.001], [-0.010, 0.000, -0.011], [-0.002, -0.003, -0.006], [0.031, -0.022, -0.006], [0.027, -0.025, -0.010], [0.025, -0.068, -0.020], [-0.006, -0.050, 0.007]],
  "mulliken_charge": [1.012, -0.293, 0.274, -0.020, -0.019, -0.519, -0.252, 0.093, -0.538, -0.267, 0.540, -0.080, -0.606, -0.188, 0.289, 0.360, 0.391, 0.402, 0.444, 0.098, -0.007, -0.422, 0.389, -1.046, -0.764, 0.557, 0.060, -0.290, -0.479, -0.253, -0.241, 0.596, -0.679, -0.366, 0.364, 0.401, 0.076, -0.211, 0.458, 0.335, 0.401, -0.567, 0.791, -0.764, -0.573, -0.028, 0.155, -0.332, -0.340, 0.294, 0.314, 0.388, 0.526, -0.797, -0.954, 0.690, -0.633, -0.760, -0.763, -0.072, 0.414, 0.911, 0.681, -0.885, -0.684, -0.872, -0.637, 0.945, -1.511, 0.441, -0.405, -0.912, -0.852, -0.559, 1.160, -1.964, 0.464, 0.108, 0.160, 0.326, 0.363, 0.484, -0.123, 0.356, 0.470, 0.367, 0.405, 0.557, 0.201, 0.287, 0.470, 0.403, 0.346, 0.418, 0.540, 0.456, 0.096],
  "homo_energy_ev": -4.40,
  "total_charge": -1,
  "relative_energy_kj_mol": 110.1
}

Entry 2:
{
  "formula": "C47H55Cl2N5O2S2SbV",
  "method": "ωB97M-V/def2-TZVPD",
  "species": ["V", "S", "C", "N", "C", "C", "N", "C", "C", "C", "C", "C", "C", "C", "C", "S", "C", "C", "C", "C", "C", "C", "C", "H", "H", "H", "H", "H", "H", "H", "H", "H", "H", "H", "H", "H", "H", "H", "H", "H", "H", "N", "H", "H", "H", "C", "C", "N", "C", "C", "N", "C", "C", "H", "H", "H", "H", "H", "H", "H", "H", "H", "H", "H", "H", "Cl", "C", "Cl", "C", "O", "O", "H", "C", "C", "C", "C", "C", "C", "C", "Sb", "C", "C", "C", "C", "C", "C", "C", "C", "C", "C", "C", "C", "C", "C", "H", "H", "H", "H", "H", "H", "H", "H", "H", "H", "H", "H", "H", "H", "H", "H", "H", "H", "H", "H", "H"],
  "positions_angstrom": [[0.11862, 1.16210, 0.64758], [0.49187, -1.16060, 0.79827], [-0.82353, -1.87732, 1.59852], [-1.00012, -3.18433, 1.64866], [-2.10906, -3.72306, 2.41675], [-3.31554, -2.80681, 2.30269], [-2.95363, -1.44830, 2.66071], [-3.94662, -0.67711, 3.38611], [-4.28947, -1.35482, 4.69548], [-3.29178, -1.57808, 5.64264], [-3.59465, -2.20893, 6.83640], [-4.89441, -2.61987, 7.09369], [-5.89461, -2.38526, 6.16002], [-5.59200, -1.76447, 4.95853], [-1.76908, -0.98554, 2.29033], [-1.26370, 0.60020, 2.57130], [-0.20711, -4.14301, 0.90309], [-1.04925, -4.67669, -0.23764], [-1.44679, -6.00689, -0.27932], [-2.23978, -6.46107, -1.32195], [-2.66907, -5.58493, -2.30323], [-2.26747, -4.25886, -2.26778], [-1.45624, -3.80761, -1.24367], [-1.79954, -3.84202, 3.46096], [-2.36132, -4.70543, 2.01720], [-4.10479, -3.13571, 2.97944], [-3.69981, -2.82289, 1.27516], [-4.84919, -0.59655, 2.77244], [-3.55277, 0.32631, 3.55374], [-2.28194, -1.24532, 5.44505], [-2.82066, -2.37826, 7.56906], [-5.12860, -3.11984, 8.01912], [-6.91211, -2.68088, 6.36329], [-6.37885, -1.58504, 4.23963], [0.08671, -4.95780, 1.56816], [0.69419, -3.65326, 0.53153], [-1.12758, -6.69830, 0.48600], [-2.52010, -7.50188, -1.36535], [-3.31808, -5.93445, -3.08981], [-2.58292, -3.57901, -3.04100], [-1.11441, -2.77989, -1.22941], [-1.74279, 0.24140, -0.67838], [-1.73284, 0.50077, -1.66537], [-2.53323, 0.74175, -0.25768], [-1.95751, -0.75617, -0.65328], [2.14244, 3.22168, 1.14711], [3.33378, 3.85890, 1.93490], [3.74638, 2.92642, 2.94335], [4.08918, 1.66643, 2.35022], [2.77765, 1.00569, 1.80992], [1.69718, 1.99551, 1.82546], [1.40433, 2.31970, 3.22882], [2.72380, 2.76070, 3.94166], [2.46740, 2.97201, 0.12978], [1.30195, 3.92118, 1.10442], [3.04186, 4.79699, 2.40753], [4.16896, 4.06348, 1.26160], [4.56399, 1.03068, 3.09864], [4.80128, 1.83649, 1.54040], [2.48715, 0.15820, 2.44306], [2.92826, 0.64587, 0.78629], [0.98706, 1.43890, 3.72824], [0.66441, 3.12386, 3.25537], [3.05123, 2.01111, 4.66325], [2.57574, 3.69871, 4.47712], [-3.30026, 5.42067, 0.82707], [-1.71890, 4.64410, 0.99271], [-1.18458, 4.59874, 2.70005], [-1.76473, 3.15804, 0.66871], [-2.77174, 2.49329, 0.68504], [-0.61699, 2.61066, 0.43643], [-0.96796, 5.19900, 0.42357], [3.24564, -1.98346, -1.85348], [1.99421, -2.08086, -2.66263], [1.74832, -3.24814, -3.38486], [0.61040, -3.39628, -4.15384], [-0.31680, -2.36803, -4.20874], [-0.09132, -1.20210, -3.50002], [1.07261, -1.03896, -2.75123], [1.29176, 0.98792, -1.92607], [3.35095, 1.81961, -2.03046], [4.35603, 1.12484, -1.36327], [5.67480, 1.53259, -1.44655], [5.99866, 2.64619, -2.20235], [4.99500, 3.35641, -2.82928], [3.65278, 2.98372, -2.74212], [2.64100, 3.86095, -3.40372], [0.33040, 1.84869, -3.69274], [0.83921, 1.36294, -4.89303], [0.30449, 1.78944, -6.09610], [-0.75481, 2.68150, -6.10328], [-1.23305, 3.18772, -4.90988], [-0.68846, 2.79626, -3.68929], [-1.19582, 3.44523, -2.43576], [3.71009, -2.95813, -1.73984], [3.02734, -1.59466, -0.85632], [3.96627, -1.34019, -2.35782], [2.47709, -4.04508, -3.35463], [0.44638, -4.30791, -4.70663], [-1.20192, -2.46653, -4.81819], [-0.81573, -0.39800, -3.58327], [4.13267, 0.23894, -0.78455], [6.44079, 0.97717, -0.93051], [7.02419, 2.96841, -2.28303], [5.24813, 4.23524, -3.40034], [3.02943, 4.86984, -3.50973], [1.71347, 3.91084, -2.83565], [2.41671, 3.49927, -4.40654], [1.65860, 0.65692, -4.89551], [0.71055, 1.42211, -7.02531], [-1.20070, 2.99417, -7.03367], [-2.04237, 3.90234, -4.91515], [-1.76883, 4.33325, -2.68607], [-0.36659, 3.74811, -1.79069], [-1.85889, 2.78444, -1.87619]],
  "atomic_forces_ev_per_a": [[1.569, -3.623, 0.492], [0.631, -0.894, -0.392], [0.510, -1.479, -0.310], [0.020, 1.763, 0.125], [-0.845, -0.080, 0.530], [0.056, -0.949, -0.224], [1.723, 0.329, -0.698], [-0.631, 0.589, 0.671], [0.025, -0.079, 0.045], [-0.155, 0.032, -0.164], [0.064, -0.042, -0.009], [-0.130, 0.049, -0.146], [0.093, -0.041, 0.102], [0.131, 0.102, -0.060], [-1.602, 0.235, 0.762], [0.034, 0.310, 0.215], [0.529, -0.607, -0.695], [0.002, -0.056, 0.048], [0.117, 0.086, -0.008], [-0.023, -0.073, 0.015], [-0.012, -0.032, 0.025], [-0.061, 0.068, 0.059], [-0.022, -0.016, 0.112], [0.022, 0.020, -0.070], [0.043, 0.084, -0.016], [0.090, -0.014, -0.040], [-0.035, 0.074, 0.103], [0.127, -0.032, -0.101], [-0.068, -0.105, -0.091], [0.179, 0.056, 0.036], [0.066, -0.007, 0.066], [-0.035, -0.026, 0.135], [-0.070, -0.062, 0.036], [-0.065, 0.032, -0.104], [-0.036, 0.130, 0.103], [-0.090, -0.063, 0.115], [0.078, -0.088, 0.121], [-0.073, -0.086, 0.028], [-0.025, -0.050, -0.135], [-0.068, 0.090, -0.121], [0.090, 0.113, -0.112], [0.031, 0.482, 0.221], [-0.039, -0.053, 0.089], [0.131, -0.053, -0.136], [0.240, 0.181, -0.059], [0.461, 1.196, -0.512], [-0.259, -0.019, -0.353], [0.906, 0.370, 0.511], [-0.122, -0.273, -0.141], [1.066, -0.862, 0.054], [-0.919, -0.560, -0.604], [-0.304, 0.171, 1.293], [-0.331, -0.089, -0.063], [-0.166, 0.001, 0.128], [0.136, -0.183, -0.050], [-0.040, -0.023, -0.039], [-0.094, 0.008, 0.017], [-0.053, -0.071, -0.095], [-0.039, -0.049, 0.016], [-0.044, 0.192, -0.183], [-0.083, 0.019, 0.150], [0.043, 0.155, -0.196], [0.176, -0.306, -0.083], [-0.047, 0.023, -0.021], [-0.030, -0.041, -0.015], [0.746, -0.383, -0.054], [-0.441, 0.268, 0.177], [-0.117, 0.373, 0.042], [-4.268, 1.292, 0.201], [0.538, 0.717, -0.066], [0.705, 2.150, -0.641], [-0.190, -0.186, 0.048], [0.079, 0.000, -0.113], [0.026, -0.013, 0.048], [-0.075, 0.031, 0.043], [-0.024, 0.105, -0.020], [-0.024, -0.073, 0.010], [-0.186, 0.174, -0.007], [0.083, 0.491, 0.354], [0.847, -0.183, -1.253], [-0.791, -0.484, 0.142], [0.006, -0.192, 0.071], [-0.023, -0.046, 0.080], [-0.040, -0.031, 0.045], [-0.032, -0.046, 0.067], [0.008, -0.015, 0.026], [-0.056, 0.124, -0.170], [0.004, -0.035, 0.541], [0.150, -0.087, 0.120], [0.052, -0.040, -0.035], [-0.002, 0.008, 0.040], [0.038, -0.077, 0.051], [-0.045, 0.004, 0.137], [0.005, 0.023, -0.019], [0.036, -0.081, 0.068], [0.102, 0.075, 0.069], [0.067, 0.063, 0.121], [0.062, -0.069, 0.058], [0.002, -0.084, -0.087], [-0.105, 0.017, -0.039], [0.063, -0.063, -0.080], [0.037, 0.028, -0.072], [0.120, -0.087, 0.064], [0.122, 0.041, -0.041], [0.004, 0.163, -0.074], [0.026, 0.080, 0.054], [-0.036, 0.066, -0.051], [-0.137, 0.033, -0.021], [0.031, -0.086, -0.061], [0.060, -0.071, -0.078], [-0.009, 0.045, -0.128], [-0.062, 0.106, -0.011], [-0.058, 0.097, 0.054], [-0.010, 0.022, -0.012], [-0.063, -0.037, 0.027]],
  "lowdin_spin": [1.191, -0.025, -0.002, -0.002, 0.000, 0.001, 0.017, 0.000, 0.001, 0.000, 0.000, 0.000, 0.000, 0.000, 0.002, -0.018, -0.001, 0.000, 0.000, 0.000, 0.000, 0.000, 0.000, 0.000, 0.000, 0.000, 0.001, 0.001, -0.001, 0.000, 0.000, 0.000, 0.000, 0.000, 0.000, -0.001, 0.000, 0.000, 0.000, 0.000, 0.000, -0.009, 0.000, 0.000, 0.000, 0.004, 0.001, 0.000, 0.000, 0.004, -0.009, 0.001, -0.001, 0.001, 0.000, 0.000, 0.000, 0.000, 0.000, 0.000, 0.002, -0.001, 0.000, 0.000, 0.000, -0.001, -0.001, 0.000, 0.000, -0.010, -0.040, 0.000, 0.000, -0.003, 0.000, -0.003, 0.000, -0.002, -0.008, -0.051, -0.010, -0.002, 0.000, -0.002, 0.000, -0.003, 0.000, -0.014, -0.004, -0.001, 0.000, 0.000, 0.000, -0.001, 0.000, 0.000, 0.000, 0.000, 0.000, 0.000, 0.000, 0.000, 0.000, 0.000, 0.000, 0.000, 0.000, 0.000, 0.000, 0.000, 0.000, 0.000, 0.000, 0.000, 0.000],
  "homo_energy_ev": [-15.36, -15.38],
  "multiplicity": 2,
  "total_charge": 3,
  "relative_energy_kj_mol": 24.6
}